Run A
ORCA calculation (wB97M-V/def2-TZVPD) on an isolated molecule of C5H8N2.

- expectation value of S² = 2.01
- 2S+1 = 3
- molar mass (g/mol) = 96.1

Geometry (Å):
C1 -1.759 2.554 2.266
C2 -0.726 2.204 1.424
C3 -0.111 0.161 -0.328
C4 1.394 0.144 -0.196
C5 -0.957 -0.944 -0.737
N1 -2.650 2.749 2.955
N2 -0.861 1.071 0.579
H1 0.288 2.429 1.559
H2 1.997 0.353 -1.188
H3 1.694 -0.763 0.233
H4 1.640 0.873 0.499
H5 -1.816 -1.284 -0.167
H6 -0.278 -1.729 -0.887
H7 -1.369 -0.760 -1.721
H8 -1.829 0.872 0.599

---

Run B
ORCA calculation (wB97M-V/def2-TZVPD) on an isolated molecule of C5H8N2.

- expectation value of S² = 2.01
- 2S+1 = 3
- molar mass (g/mol) = 96.1

Geometry (Å):
C1 2.287 0.845 -0.006
C2 0.901 0.977 -0.017
C3 2.601 -0.494 0.070
C4 0.306 -0.254 0.043
C5 -2.188 0.189 -0.034
N1 1.388 -1.142 -0.030
N2 -1.009 -0.656 0.006
H1 2.780 1.760 -0.179
H2 0.443 1.945 -0.230
H3 3.401 -1.151 -0.212
H4 -1.928 1.260 0.262
H5 -2.782 0.245 -0.878
H6 -2.717 -0.209 0.794
H7 1.399 -2.094 -0.284
H8 -1.240 -1.607 0.301

---

Which of them is most stable, and which least? Most stable: run A; least stable: run B.

---

Run A
ORCA calculation (wB97M-V/def2-TZVPD) on a structure of composition C6H6S2.

- 2S+1 = 1
- molar mass (g/mol) = 142.2

Geometry (Å):
C1 -1.588 0.557 -0.042
C2 -0.167 0.091 0.010
C3 0.231 -0.888 1.173
C4 0.070 -0.944 -1.131
C5 0.818 1.126 0.011
C6 1.711 1.914 -0.044
H1 -1.719 1.646 -0.032
H2 -0.661 -1.279 1.635
H3 0.995 -0.504 1.925
H4 0.638 -0.568 -2.047
H5 -0.889 -1.348 -1.399
H6 2.543 2.601 -0.064
S1 -2.918 -0.352 0.031
S2 0.935 -2.053 -0.025

---

Run B
ORCA calculation (wB97M-V/def2-TZVPD) on an isolated molecule of C6H6S2.

- 2S+1 = 1
- molar mass (g/mol) = 142.2
- SMILES string = C=C(C=S)C(=C)C=S

Geometry (Å):
C1 1.190 0.933 1.064
C2 0.680 0.087 0.182
C3 1.542 -0.842 -0.464
C4 -0.787 0.122 -0.102
C5 -1.421 1.273 -0.519
C6 -1.590 -1.139 -0.085
H1 2.331 0.851 1.183
H2 0.623 1.513 1.749
H3 1.157 -1.385 -1.289
H4 -2.523 1.224 -0.823
H5 -0.850 2.184 -0.543
H6 -2.582 -1.096 -0.501
S1 3.123 -1.151 -0.198
S2 -0.893 -2.574 0.346

---

Which of them is most stable, and which least? Most stable: run B; least stable: run A.

---

Run A
ORCA calculation (wB97M-V/def2-TZVPD) on an isolated molecule of C6H6O.

- 2S+1 = 1
- molar mass (g/mol) = 94.1
- SMILES string = C#CC[C@H](O)C#C

Geometry (Å):
O1 -0.150 -1.140 1.856
C1 0.380 -0.966 0.555
C2 -0.748 -0.850 -0.515
C3 -1.017 0.492 -1.035
C4 -1.216 1.581 -1.510
C5 1.322 0.164 0.513
C6 2.035 1.134 0.524
H1 -0.442 -0.275 2.172
H2 0.926 -1.893 0.353
H3 -1.647 -1.261 -0.043
H4 -0.510 -1.502 -1.362
H5 -1.377 2.546 -1.936
H6 2.656 2.003 0.515

---

Run B
ORCA calculation (wB97M-V/def2-TZVPD) on a structure of composition C6H6O.

- 2S+1 = 1
- molar mass (g/mol) = 94.1

Geometry (Å):
C1 2.123 -0.987 0.585
C2 1.973 0.222 0.177
C3 0.581 0.457 -0.150
C4 -0.376 1.364 0.095
C5 -1.727 0.727 -0.082
O1 -1.458 -0.592 -0.599
C6 -0.121 -0.815 -0.552
H1 2.851 -1.677 1.001
H2 -0.248 2.385 0.447
H3 -2.285 0.652 0.863
H4 -2.372 1.225 -0.819
H5 0.194 -1.437 -1.393
H6 0.865 -1.523 0.427

---

Which of them is most stable, and which least? Most stable: run A; least stable: run B.

---

Run A
ORCA calculation (wB97M-V/def2-TZVPD) on a structure of composition C3H4N3.

- 2S+1 = 1
- molar mass (g/mol) = 82.1
- net charge = +1

Geometry (Å):
C1 0.741 -0.212 0.166
C2 2.067 -0.078 -0.060
C3 -2.607 0.188 0.296
N1 -1.244 -0.056 -1.092
N2 -0.194 -0.080 -0.698
N3 3.223 -0.215 -0.094
H1 0.293 -0.232 1.205
H2 -3.110 1.014 0.163
H3 -3.349 -0.635 0.342
H4 4.180 0.307 -0.227

---

Run B
ORCA calculation (wB97M-V/def2-TZVPD) on the ion C3H4N3 with charge +1.

- 2S+1 = 1
- molar mass (g/mol) = 82.1
- net charge = +1

Geometry (Å):
C1 3.941 -0.353 1.698
C2 0.931 0.043 0.448
C3 -0.507 -0.033 0.535
N1 1.884 -0.905 0.816
N2 2.879 -0.889 1.516
N3 1.614 0.946 -0.166
H1 -0.951 0.565 -0.381
H2 -0.874 0.538 1.345
H3 -0.898 -1.054 0.750
H4 2.541 0.826 -0.115

---

Run C
ORCA calculation (wB97M-V/def2-TZVPD) on the ion C3H4N3 with charge +1.

- 2S+1 = 1
- molar mass (g/mol) = 82.1
- net charge = +1

Geometry (Å):
C1 1.257 -1.502 -0.003
C2 1.212 0.853 -0.098
C3 -0.090 -1.011 -0.004
N1 2.144 -0.171 -0.008
N2 3.356 0.167 -0.006
N3 -0.029 0.441 0.086
H1 1.654 1.775 -0.260
H2 -0.423 -1.398 -1.049
H3 -0.476 -1.464 0.909
H4 -0.861 1.021 -0.084

---

Run D
ORCA calculation (wB97M-V/def2-TZVPD) on a cluster of 2 separate species, C3H4N3 in total.

- 2S+1 = 1
- molar mass (g/mol) = 82.1
- net charge = +1

Geometry (Å):
C1 1.153 -0.262 -0.207
C2 -1.786 0.213 -0.205
C3 1.039 -1.569 -0.137
N1 1.387 0.890 0.028
N2 -2.933 0.215 -0.027
N3 1.468 2.068 -0.132
H1 1.281 -2.068 0.683
H2 0.640 -2.077 -0.898
H3 -3.878 -0.083 0.253
H4 1.628 2.673 0.643

---

Which of them is most stable, and which least? Most stable: run D; least stable: run B.

---

Run A
ORCA calculation (wB97M-V/def2-TZVPD) on the ion C3H4N3 with charge +1.

- 2S+1 = 1
- molar mass (g/mol) = 82.1
- net charge = +1

Geometry (Å):
C1 1.557 1.089 0.225
C2 -0.286 -0.315 0.205
C3 0.122 1.120 0.026
N1 1.748 -1.022 0.176
N2 2.156 0.088 -0.156
N3 -1.288 -1.094 0.145
H1 -0.395 1.912 0.625
H2 -0.011 1.225 -1.116
H3 -2.310 -0.895 -0.223
H4 -1.292 -2.108 0.094

---

Run B
ORCA calculation (wB97M-V/def2-TZVPD) on the ion C3H4N3 with charge +1.

- 2S+1 = 1
- molar mass (g/mol) = 82.1
- SMILES string = [H]/N=C/[N+](=C)C#N
- net charge = +1

Geometry (Å):
C1 0.940 -0.786 0.486
C2 -0.906 -0.236 -0.489
C3 0.931 1.399 0.187
N1 0.223 0.353 0.286
N2 1.324 -1.785 0.829
N3 -1.768 -0.917 0.116
H1 -0.624 -0.328 -1.509
H2 0.480 2.270 -0.246
H3 1.861 1.354 0.827
H4 -2.462 -1.324 -0.488

---

Run C
ORCA calculation (wB97M-V/def2-TZVPD) on the ion C3H4N3 with charge +1.

- 2S+1 = 1
- molar mass (g/mol) = 82.1
- SMILES string = CC1=C([N+]#N)N1
- net charge = +1

Geometry (Å):
C1 1.127 -0.031 0.157
C2 -0.239 -0.094 0.038
C3 -1.542 0.530 -0.231
N1 3.455 0.497 -0.103
N2 2.383 0.198 0.141
N3 0.258 -1.216 0.652
H1 -2.257 0.070 0.346
H2 -1.958 0.547 -1.338
H3 -1.617 1.621 0.129
H4 0.390 -2.120 0.210

---

Which of them is most stable, and which least? Most stable: run B; least stable: run A.

---

Run A
ORCA calculation (wB97M-V/def2-TZVPD) on an isolated molecule of C2H4N3P.

- 2S+1 = 1
- molar mass (g/mol) = 101.0
- SMILES string = Pc1ncn[nH]1

Geometry (Å):
C1 0.102 0.714 1.605
C2 0.183 -0.012 -0.462
N1 0.494 0.943 0.288
N2 -0.505 -0.419 1.791
N3 -0.433 -1.144 0.720
P1 0.432 -0.406 -2.126
H1 -0.135 1.357 2.419
H2 -1.016 -2.046 0.755
H3 1.498 0.532 -2.311
H4 -0.619 0.480 -2.678

---

Run B
ORCA calculation (wB97M-V/def2-TZVPD) on a structure of composition C2H4N3P.

- 2S+1 = 1
- molar mass (g/mol) = 101.0

Geometry (Å):
C1 -0.476 0.639 -0.432
C2 0.290 -0.516 0.074
N1 -1.776 0.486 -0.348
N2 -0.309 -1.602 0.407
N3 -2.403 -0.445 -0.142
P1 2.063 -0.250 -0.067
H1 0.091 1.578 -0.445
H2 -1.606 -1.213 0.487
H3 2.067 0.307 1.186
H4 2.059 1.013 -0.721

---

Which of them is most stable, and which least? Most stable: run A; least stable: run B.

---

Run A
ORCA calculation (wB97M-V/def2-TZVPD) on an isolated molecule of C3H4F2O.

- 2S+1 = 1
- molar mass (g/mol) = 94.1

Geometry (Å):
C1 0.514 0.233 0.802
C2 0.391 -0.530 -0.469
C3 -1.103 -0.424 -0.628
O1 0.630 1.567 0.843
F1 0.828 -1.822 -0.354
F2 -1.877 -1.201 0.147
H1 0.151 -0.210 1.714
H2 0.919 -0.090 -1.324
H3 -1.522 0.558 -0.786
H4 1.069 1.918 0.054

---

Run B
ORCA calculation (wB97M-V/def2-TZVPD) on an isolated molecule of C3H4F2O.

- 2S+1 = 1
- molar mass (g/mol) = 94.1
- SMILES string = CC(F)(F)C=O

Geometry (Å):
C1 0.572 1.025 0.012
C2 0.266 -0.482 0.182
C3 -1.124 -0.794 -0.351
H1 0.546 1.323 -1.018
H2 -0.215 1.503 0.569
H3 1.533 1.212 0.461
H4 -1.211 -1.389 -1.261
O1 -2.030 -0.358 0.324
F1 0.397 -0.815 1.509
F2 1.266 -1.225 -0.428

---

Which of them is most stable, and which least? Most stable: run B; least stable: run A.

---

Run A
ORCA calculation (wB97M-V/def2-TZVPD) on a cluster of 2 separate species, C7H13N2OS in total.

- 2S+1 = 1
- molar mass (g/mol) = 173.3
- net charge = +1

Geometry (Å):
C1 0.212 -1.452 -0.061
C2 2.436 0.000 -0.185
C3 -0.536 0.957 0.762
C4 -0.260 0.974 -0.710
C5 0.376 -2.370 1.166
C6 -1.852 0.559 1.295
C7 0.579 1.860 -1.546
N1 2.569 -0.758 -1.214
N2 0.302 -0.126 0.101
O1 0.259 -1.888 -1.224
S1 2.883 0.688 1.088
H1 -0.034 1.680 1.323
H2 -1.135 0.742 -1.324
H3 -0.281 -3.197 1.062
H4 1.324 -2.741 1.154
H5 0.172 -1.732 2.053
H6 -2.013 -0.334 0.775
H7 -2.734 1.144 1.161
H8 -1.840 0.232 2.424
H9 0.123 2.837 -1.634
H10 0.492 1.457 -2.600
H11 1.639 1.849 -1.456
H12 1.737 -1.085 -1.724
H13 3.418 -1.113 -1.663

---

Run B
ORCA calculation (wB97M-V/def2-TZVPD) on a cluster of 2 separate species, C7H13N2OS in total.

- 2S+1 = 1
- molar mass (g/mol) = 173.3
- net charge = +1

Geometry (Å):
C1 -2.195 -1.675 -0.071
C2 -0.889 -2.097 0.639
C3 -0.301 -0.697 1.126
C4 -3.035 0.751 -0.718
C5 -2.714 2.213 -0.300
C6 -1.147 0.318 0.523
C7 2.837 0.041 -1.046
N1 -2.115 -0.174 -0.104
N2 2.662 -0.223 0.357
O1 -3.219 -2.177 -0.435
S1 -1.094 2.017 0.633
H1 -0.960 -2.789 1.476
H2 -0.416 -2.532 -0.279
H3 -0.506 -0.744 2.154
H4 2.117 0.969 -1.128
H5 -4.063 0.405 -0.381
H6 -3.128 0.601 -1.841
H7 -2.691 3.007 -1.188
H8 -3.399 2.582 0.372
H9 3.903 0.228 -1.315
H10 2.490 -0.737 -1.635
H11 3.169 -0.956 0.836
H12 2.847 0.677 0.883
H13 0.787 -0.546 0.926

---

Which of them is most stable, and which least? Most stable: run B; least stable: run A.